DFT (the ωB97M-V functional and the def2-TZVPD basis) results for the molecule C20H17BrN2O3 at a distorted geometry.

Summary:
Structure (SMILES)   Cc1ccc(/C=N/NC(=O)c2ccccc2OCc2cccc(Br)c2)o1
Lowest unoccupied orbital energy   0.406 eV
Highest occupied orbital energy   -7.79 eV
Total energy   -100179.811 eV
Energy relative to the best compared isomer or geometry (same formula, charge and spin)   0.0 kcal per mole
HOMO-LUMO gap   8.1914 eV

Positions of all 43 atoms, in Å:
C 3.2604 3.5387 -0.5137
C 2.2759 2.5273 -0.9780
C 2.3934 1.5016 -1.8774
C 1.1283 0.8870 -1.9411
C 0.3163 1.5808 -1.0716
C -1.0691 1.3719 -0.7815
N -1.6700 2.0866 0.0882
N -2.9746 1.9738 0.3909
C -3.9481 1.0376 0.1432
O -5.1004 1.3015 0.4167
C -3.5283 -0.2811 -0.4134
C -4.0424 -0.7274 -1.6195
C -3.6620 -1.9577 -2.1287
C -2.7829 -2.7464 -1.4107
C -2.2913 -2.3295 -0.1836
C -2.6653 -1.0982 0.3378
O -2.3122 -0.5910 1.5499
C -1.2969 -1.1905 2.3346
C 0.0607 -0.6314 1.9837
C 0.4476 0.5993 2.5015
C 1.6868 1.1320 2.1986
C 2.5557 0.4526 1.3624
C 2.1477 -0.7528 0.8220
Br 3.3110 -1.6819 -0.3621
C 0.9157 -1.3053 1.1238
O 1.0237 2.5773 -0.4890
H 4.2678 3.2186 -0.7634
H 3.0708 4.4995 -0.9926
H 3.1751 3.6805 0.5616
H 3.2733 1.2194 -2.4184
H 0.8479 0.0450 -2.5410
H -1.5318 0.5815 -1.3736
H -3.3056 2.7745 0.9217
H -4.7277 -0.0922 -2.1598
H -4.0507 -2.2964 -3.0761
H -2.4764 -3.7063 -1.7987
H -1.6275 -2.9852 0.3570
H -1.3119 -2.2812 2.2525
H -1.5505 -0.9163 3.3634
H -0.2287 1.1371 3.1473
H 1.9813 2.0821 2.6167
H 3.5298 0.8520 1.1269
H 0.6365 -2.2557 0.6950

Cartesian forces (eV/Å) of the 6 atoms listed first:
C -0.3837 -0.0013 -0.0031
C 0.6627 -0.4617 -0.6439
C 0.0943 0.5986 0.4308
C -0.7527 0.3936 0.5111
C 0.8095 -0.6247 -0.7847
C -0.7130 -0.0190 0.2330


DFT (the ωB97M-V functional and the def2-TZVPD basis) results for C4H12NS2 as an isolated structure at a distorted geometry.

Summary:
Lowest unoccupied orbital energy   -3.169 eV
Highest occupied orbital energy   -13.07 eV
Total energy   -27493.972 eV
Energy relative to the best compared isomer or geometry (same formula, charge and spin)   69.4 kcal per mole
HOMO-LUMO gap   9.8979 eV
Charge   +1

Positions of all 19 atoms, in Å:
C 1.8822 1.1063 0.7007
C -2.0927 -1.5843 -0.6261
C -0.6821 0.1795 1.1602
C 0.8352 0.3189 -0.0840
N 0.1839 0.9648 -1.2399
S 1.3294 -1.4674 -0.4670
S -2.2173 0.0591 0.1400
H 2.6948 1.5620 0.0598
H 2.1885 0.6091 1.5405
H 1.4528 2.0848 1.1588
H -1.1610 -1.8255 -1.1748
H -2.9183 -1.6756 -1.3826
H -2.0988 -2.4874 0.1374
H -0.6310 1.1416 1.5344
H -0.3820 -0.6300 1.9471
H 0.3648 0.3280 -1.9495
H 0.4597 1.8975 -1.2655
H -1.0731 0.9224 -0.9588
H 1.8651 -1.5040 0.7691

Cartesian forces (eV/Å) of the 6 atoms listed first:
C -1.3736 4.0862 -2.5059
C 0.0518 -2.4670 0.1412
C 2.3375 -2.8573 -2.2263
C -2.6642 -1.3418 3.0256
N -1.8589 -1.5624 3.6390
S 0.1728 1.7328 0.5837


DFT (the ωB97M-V functional and the def2-TZVPD basis) results for a 2-piece molecular cluster, C4H7NO2 overall.

Summary:
Structure (SMILES)   C=NC=O.C=CO
Lowest unoccupied orbital energy   0.135 eV
Highest occupied orbital energy   -9.10 eV
Total energy   -9844.629 eV
Energy relative to the best compared isomer or geometry (same formula, charge and spin)   61.1 kcal per mole
HOMO-LUMO gap   9.2331 eV

Positions of all 14 atoms, in Å:
C 0.7512 1.2851 -0.5107
N -0.4801 1.5697 -0.3740
C -1.3602 1.0984 -1.3641
O -1.3418 -0.0180 -1.8263
H 1.1482 0.7677 -1.3900
H 1.4484 1.5613 0.2808
H -2.1332 1.8356 -1.6329
C 0.2586 -1.7517 0.3096
C 0.6839 -1.0540 1.3606
O -0.0253 -0.1540 2.0898
H 0.9372 -2.4167 -0.2122
H -0.7527 -1.6701 -0.0788
H 1.7004 -1.1301 1.7377
H -0.8346 0.0769 1.6105

Cartesian forces (eV/Å) of the 6 atoms listed first:
C -0.1845 0.0590 0.0295
N 0.3290 -0.1518 -0.0973
C -0.0998 -0.3005 -0.2749
O -0.0351 0.5052 0.1730
H -0.1066 0.1145 0.0511
H -0.1239 -0.0382 -0.1018


DFT (the ωB97M-V functional and the def2-TZVPD basis) results for a 2-piece molecular cluster, C5H8O2 overall at a distorted geometry.

Summary:
Lowest unoccupied orbital energy   0.386 eV
Highest occupied orbital energy   -8.80 eV
Total energy   -9403.226 eV
Energy relative to the best compared isomer or geometry (same formula, charge and spin)   152.4 kcal per mole
HOMO-LUMO gap   9.1878 eV

Positions of all 15 atoms, in Å:
C -0.6120 -1.4227 -0.8651
C -0.2323 -1.0215 0.3436
C 1.0171 -0.4219 0.9158
O 1.9486 0.3817 0.1833
C 0.9407 1.0256 0.9943
C -0.2940 1.3575 0.1939
O 0.0188 1.5195 -1.0587
H -1.4771 -2.0776 -0.9262
H -0.1394 -1.1513 -1.8087
H -2.2592 0.0737 -0.9280
H -0.9484 -1.1264 1.1603
H 1.4837 -1.0593 1.6683
H 1.2414 1.6609 1.8269
H -2.1545 0.6660 -0.4749
H 0.9951 1.4016 -1.1940

Cartesian forces (eV/Å) of the 6 atoms listed first:
C 0.4214 -0.4728 0.2047
C 0.2222 -0.9472 -0.0443
C -0.1564 -0.1793 0.0653
O -0.0061 -0.0571 -0.2797
C -0.1240 0.2602 0.0111
C 0.4926 1.2706 0.0914


DFT (the ωB97M-V functional and the def2-TZVPD basis) results for a 2-piece molecular cluster, C18H27Cl2F2N2O7P2S overall at a distorted geometry.

Summary:
Lowest unoccupied orbital energy   1.275 eV
Highest occupied orbital energy   -5.06 eV
Total energy   -96294.725 eV
HOMO-LUMO gap   6.3302 eV
Charge   -1

Positions of all 61 atoms, in Å:
C -0.4634 -3.6345 -0.5941
P 1.3178 -3.0102 -0.7771
O 2.2207 -4.5138 -0.4990
P 1.8942 -1.4507 0.7082
N 1.4806 -2.5548 2.0928
Cl 2.4377 -0.0556 2.2860
C 2.2430 -0.1474 -0.6700
C 3.5298 0.8155 -0.4702
C 3.2718 2.3835 -0.1315
C 4.6471 2.9902 0.6064
S 4.1395 4.3724 1.8252
O 3.8399 3.7576 3.2482
O 2.8218 5.0919 1.3968
Cl 5.6787 5.7918 2.0638
C 0.0975 -0.9122 0.6898
C -0.4146 0.5111 1.2326
O 0.0942 1.7265 1.2454
C -2.0411 0.5449 1.6582
C -3.0425 0.4745 0.3186
C -4.6878 0.5102 0.4414
C -5.2854 0.6668 1.9795
C -4.2852 0.7298 3.3164
C -2.6189 0.6531 3.1765
N 3.5356 -2.0084 0.8465
C 4.4209 -2.3045 -0.2429
O 4.3664 -2.3163 -1.5729
F 5.8398 -2.6439 0.1997
C 3.8651 -2.9021 2.0108
O 4.0047 -4.2566 1.9084
F 4.2081 -2.4290 3.4071
H -0.5931 -4.7401 -1.0259
H -0.8372 -3.7166 0.5362
H -1.2722 -2.9623 -1.1547
H 1.8215 -4.8889 0.3396
H 1.0036 -2.0345 2.8572
H 0.9649 -3.3929 1.7674
H 1.3202 0.5818 -0.8775
H 2.2896 -0.7864 -1.6797
H 4.0965 0.8103 -1.5249
H 4.3590 0.4268 0.2862
H 2.4117 2.6319 0.6118
H 3.1515 3.0508 -1.1117
H 5.4253 3.4050 -0.1701
H 5.1699 2.1746 1.3010
H -0.5195 -1.7091 1.3358
H -0.2482 -0.9173 -0.4562
H -2.5959 0.3814 -0.7662
H -5.3945 0.4249 -0.5130
H -6.4566 0.7314 2.0699
H -4.7544 0.8214 4.3928
H -1.8919 0.6726 4.1063
C -4.8009 0.7427 -5.1647
C -5.1251 1.0956 -3.7378
O -4.4586 0.6535 -2.8033
C -6.2963 2.0105 -3.4983
H -3.9324 0.0758 -5.1852
H -5.6490 0.2265 -5.6217
H -4.5594 1.6489 -5.7259
H -7.2111 1.5509 -3.8809
H -6.1215 2.9731 -3.9852
H -6.4118 2.1778 -2.4221

Cartesian forces (eV/Å) of the 6 atoms listed first:
C -2.1818 -1.0405 1.1108
P 0.2886 -2.3602 -2.6105
O -2.3360 1.4692 1.4664
P -3.5441 1.1919 0.9068
N 0.5742 -0.2163 0.5469
Cl 0.0746 0.9792 0.6367


DFT (the ωB97M-V functional and the def2-TZVPD basis) results for the molecule C3H3N3O.

Summary:
Structure (SMILES)   O=c1[nH]n2ccn12
Lowest unoccupied orbital energy   0.984 eV
Highest occupied orbital energy   -9.61 eV
Total energy   -9673.184 eV
Energy relative to the best compared isomer or geometry (same formula, charge and spin)   98.5 kcal per mole
HOMO-LUMO gap   10.5948 eV

Positions of all 10 atoms, in Å:
O 2.1723 -1.2162 -0.3486
C 1.2375 -0.5522 -0.0267
N 1.0531 0.8180 -0.0583
N -0.1298 0.6808 0.7628
C -1.2596 0.5799 -0.1149
C -1.2432 -0.7473 -0.1232
N -0.0215 -0.8403 0.6692
H 1.7919 1.4047 0.3113
H -1.6849 1.4164 -0.6538
H -1.9158 -1.5439 -0.4178

Cartesian forces (eV/Å) of the 6 atoms listed first:
O -0.5249 -0.3318 0.0843
C 0.7029 -0.3562 -0.5066
N 0.2652 -0.0632 0.2641
N -0.2669 0.0037 0.0512
C -0.1202 0.3284 -0.3971
C -0.1027 -0.1733 -0.3264


DFT (the ωB97M-V functional and the def2-TZVPD basis) results for C32H52ClLuO3PS as an isolated structure at a distorted geometry.

Summary:
Lowest unoccupied orbital energy (spin up / spin down)   2.486 / 2.498 eV
Highest occupied orbital energy (spin up / spin down)   -3.59 / -2.20 eV
Total energy   -106438.273 eV
Energy relative to the best compared isomer or geometry (same formula, charge and spin)   50.3 kcal per mole
HOMO-LUMO gap (spin up / spin down)   6.0750 / 4.6973 eV
Charge   -1

Positions of all 91 atoms, in Å:
Lu 0.3731 1.1993 0.6556
Cl 2.3438 0.0245 1.3571
P 0.9164 0.6678 -1.9679
C -2.9799 -2.1306 -0.9836
H -3.1131 -2.3545 -2.0652
H -3.9240 -1.6507 -0.6268
C 2.5574 1.0269 -2.7693
C 0.0386 2.3312 -1.7494
C 2.5862 1.1357 -4.2956
H 2.8276 2.0162 -2.3523
C 3.9850 1.5522 -4.7768
H 2.3366 0.1603 -4.7403
H 1.8471 1.8635 -4.6615
C 5.0950 0.6282 -4.2586
H 3.9972 1.5650 -5.8734
H 4.1811 2.5800 -4.4418
C 5.0099 0.3616 -2.7506
H 5.0342 -0.3307 -4.7906
H 6.0726 1.0615 -4.5006
C 3.5924 -0.0102 -2.2894
H 5.6998 -0.4451 -2.4783
H 5.3354 1.2576 -2.2049
H 3.3264 -0.9987 -2.6962
H 3.5653 -0.1000 -1.1939
C -0.1568 -0.3762 -3.0697
C -1.4352 2.0858 -1.3789
H 0.5581 2.8132 -0.8710
C -2.0804 3.4229 -0.9872
H -1.9693 1.6314 -2.2261
H -1.5968 1.3346 -0.5539
C -1.9126 4.4987 -2.0649
H -3.1402 3.2561 -0.7571
H -1.6262 3.7777 -0.0504
C -0.4639 4.6646 -2.5340
H -2.5451 4.2500 -2.9274
H -2.2832 5.4546 -1.6768
C 0.2100 3.3332 -2.8933
H -0.4320 5.3256 -3.4080
H 0.1188 5.1571 -1.7438
H -0.2289 2.9268 -3.8158
H 1.2767 3.5026 -3.0975
C 0.5409 -1.7131 -3.3471
H -1.0570 -0.5935 -2.4219
C -0.3766 -2.6618 -4.1233
H 1.4623 -1.5364 -3.9256
H 0.8462 -2.1846 -2.4001
C -0.9272 -2.0218 -5.4037
H 0.1785 -3.5763 -4.3707
H -1.2061 -2.9523 -3.4616
C -1.5478 -0.6424 -5.1608
H -0.1090 -1.9255 -6.1301
H -1.6705 -2.6870 -5.8569
C -0.6210 0.2869 -4.3638
H -1.7954 -0.1689 -6.1198
H -2.4882 -0.7554 -4.6027
H 0.2556 0.5264 -4.9823
H -1.1337 1.2373 -4.1662
C -1.2280 -3.9265 -0.6392
C -2.7675 -3.3693 -0.2763
H -1.0920 -4.2630 -1.6715
C -2.9476 -3.2631 1.2380
H -3.4407 -4.1470 -0.6551
C -1.7447 -2.5955 1.9005
H -3.8583 -2.6875 1.4663
H -3.0646 -4.2780 1.6506
C -0.4663 -3.3985 1.7014
H -1.6313 -1.5982 1.4547
H -1.9296 -2.4514 2.9767
C -0.1152 -3.5910 0.1926
H 0.3731 -2.8941 2.1981
H -0.5966 -4.3955 2.1510
H 0.3554 -2.6599 -0.1891
H 0.6609 -4.3732 0.1027
C 0.1440 2.0566 7.7961
C -0.5622 1.8658 6.4864
C -1.4221 0.7764 6.2828
C -2.0470 0.5993 5.0458
C -1.8093 1.5095 4.0235
C -0.9576 2.5923 4.2012
C -0.3489 2.7712 5.4455
S -2.5255 1.1786 2.3835
O -2.7600 2.5381 1.8498
O -1.2283 0.5828 1.7271
O -2.0037 -1.1509 -0.9823
H -0.5090 1.8277 8.6443
H 1.0254 1.4068 7.8703
H 0.4853 3.0926 7.8862
H -1.6059 0.0712 7.0946
H -2.7229 -0.2397 4.8701
H -0.7679 3.2924 3.3899
H 0.3011 3.6317 5.6177

Cartesian forces (eV/Å) of the 6 atoms listed first:
Lu 0.2694 -0.2387 -0.1754
Cl 0.5782 -0.2719 0.3920
P -0.7113 -0.2186 -0.4907
C -0.2498 3.5687 -2.3344
H -0.6546 -0.5303 -0.0867
H -0.2664 -0.4988 -0.1043


DFT (the ωB97M-V functional and the def2-TZVPD basis) results for C25H26BrN3O6Pd as an isolated structure at a distorted geometry.

Summary:
2S+1   5
⟨S²⟩   6.07
Lowest unoccupied orbital energy (spin up / spin down)   0.190 / -2.755 eV
Highest occupied orbital energy (spin up / spin down)   -8.22 / -9.12 eV
Total energy   -116621.709 eV
Energy relative to the best compared isomer or geometry (same formula, charge and spin)   12.7 kcal per mole
HOMO-LUMO gap (spin up / spin down)   8.4071 / 6.3643 eV

Positions of all 62 atoms, in Å:
Pd 0.3116 -0.4072 0.2917
C 3.2913 1.0011 -1.5295
C 3.2900 0.1092 -0.4056
N 2.3260 -0.6051 0.0967
C 2.8897 -1.4774 1.0209
C 4.2135 -1.2050 1.1534
N 4.4370 -0.2023 0.1915
C 5.2873 -1.8501 1.8928
O 4.9394 -2.9609 2.5063
O 6.4512 -1.4460 1.8098
C 1.9476 -2.4366 1.6488
O 2.3782 -3.2720 2.4849
O 0.7086 -2.2388 1.3580
H 3.9847 1.8638 -1.3543
H 2.2269 1.3544 -1.6756
H 3.6038 0.4759 -2.4426
H 5.3885 0.1648 0.0259
H 3.9225 -3.0835 2.5537
C -2.1931 -3.0922 2.9598
C -3.0546 -1.8527 2.6072
C -2.3326 -0.5893 3.0635
C -3.4188 -1.8387 1.1393
C -4.5973 -2.3605 0.6804
C -5.1455 -2.0379 -0.5479
C -4.2801 -1.6227 -1.5455
C -2.9070 -1.4313 -1.2972
C -1.8705 -1.3877 -2.3837
C -0.6107 -2.2108 -2.0359
C -1.5691 -0.0574 -3.0344
C -2.5584 -1.2659 0.1211
N -1.5313 -0.5665 0.5082
H -1.9441 -3.0796 4.0337
H -1.2717 -3.0885 2.3584
H -2.7759 -4.0022 2.7542
H -4.0777 -1.9380 3.0176
H -1.2446 -0.6089 2.8027
H -2.4304 -0.5361 4.1269
H -2.7745 0.3321 2.6757
H -5.1744 -3.0024 1.3537
H -6.2221 -2.1273 -0.6478
H -4.6047 -1.4669 -2.6079
H -2.3030 -2.0160 -3.1856
H 0.0593 -1.5938 -1.4429
H -0.0907 -2.4896 -2.9591
H -0.8810 -3.1021 -1.4191
H -1.1693 0.7178 -2.3892
H -2.4838 0.4637 -3.4005
H -0.8688 -0.1291 -3.8471
Br 1.7356 8.0383 -2.1557
C 1.2236 6.3325 -1.4888
C 1.6191 6.0183 -0.1288
C 1.4820 4.7087 0.3691
C 0.8614 3.7317 -0.4119
C 0.3492 4.1148 -1.6730
C 0.4846 5.3752 -2.2031
C 0.8801 2.3595 0.0363
O 0.2305 1.5123 -0.7469
O 1.4792 2.0726 1.1163
H 2.1514 6.7194 0.4758
H 2.0290 4.4589 1.2686
H 0.0026 3.2659 -2.2913
H 0.2004 5.4883 -3.2518

Cartesian forces (eV/Å) of the 6 atoms listed first:
Pd 2.4977 1.1979 -0.0757
C -1.2152 2.0520 -1.3266
C 1.2272 -0.3734 0.4851
N 0.9714 -0.9783 -0.0051
C -0.6931 0.4822 -0.2863
C -0.6931 0.9721 -1.5672